156
Properties=species:S:1:pos:R:3 method="wB97M-V/def2-TZVPD" max_force_ev_per_a=1.22 charge=-1 total_energy_ev=-140786.9410 orbital_gap_ev=4.09
Ca 0.67 -1.16 0.56
S 1.49 3.02 1.22
F -1.07 -3.44 1.31
F -2.11 -8.75 0.81
F 0.21 -7.83 0.04
F -3.29 -4.39 2.30
O 1.38 1.05 -5.47
N 0.64 2.19 -7.20
N 1.95 2.56 -6.97
N -5.03 -9.48 1.65
N 4.38 0.40 -1.42
N 1.84 -2.92 1.27
N -5.89 -5.59 3.17
N 2.53 -6.02 -1.60
N -1.19 0.59 0.25
N 4.50 -0.90 -1.76
N -1.34 -2.51 -3.31
N 2.64 -0.57 -0.55
N -0.40 -3.44 -3.58
N 0.13 -2.31 -1.71
N 0.40 -0.05 2.58
C -2.47 -2.26 -4.16
C -4.43 0.17 -1.46
C -0.72 1.96 3.58
C -0.67 -6.95 0.55
C 3.45 -1.45 -1.22
C -1.73 2.78 3.03
C -0.85 3.27 5.57
C -4.60 -8.42 1.81
C -3.34 4.55 3.06
C 0.14 -1.19 4.70
C -1.27 -4.80 1.22
C -0.81 2.33 -2.30
C -1.89 -7.43 0.97
C -4.28 0.93 -2.60
C 4.52 6.01 -0.47
C -1.07 -0.43 -5.22
C 6.03 2.25 -5.55
C 4.95 4.83 0.12
C 0.66 -1.54 5.95
C -3.08 1.57 -2.83
C -1.44 -3.15 4.59
C -4.15 -7.09 2.02
C -0.91 0.56 -6.19
C -1.84 4.05 5.05
C 2.24 5.37 -0.01
C -1.23 1.29 1.32
C -1.92 0.82 -7.10
C 2.65 4.16 0.59
C 2.77 -0.57 5.39
C -3.70 4.20 1.79
C -1.27 -1.65 4.34
C -2.03 1.52 -1.92
C 3.15 6.26 -0.53
C -4.06 -2.30 0.15
C 0.52 1.65 -2.02
C -1.01 -1.85 -2.21
C 4.33 -0.35 2.72
C 4.77 2.24 -6.12
C -3.56 -0.93 0.63
C -3.09 3.14 1.09
C -2.47 -5.28 1.69
C 1.49 -3.94 0.80
C 1.96 -1.22 6.30
C 1.02 -5.10 0.25
C 3.73 1.85 3.82
C -3.08 0.07 -7.07
C -0.29 -5.60 0.65
C 2.28 -0.17 4.15
C -2.09 2.43 1.71
C 3.84 1.58 -3.99
C 0.46 -3.30 -2.59
C 4.04 3.93 0.64
C -2.23 -1.18 -5.19
C -2.88 -6.62 1.58
C 0.34 1.31 -6.31
C -5.09 -6.25 2.65
C 1.83 -5.66 -0.75
C 3.67 1.89 -5.33
C -2.32 3.82 3.73
C -0.36 0.97 2.54
C -0.86 3.73 -1.69
C -0.27 2.20 4.85
C -4.50 -0.35 1.69
C -2.21 0.77 -0.75
C 3.20 0.56 3.19
C -3.39 0.04 -0.54
C -3.23 -0.93 -6.12
C 5.28 1.40 -1.94
C 0.95 -0.46 3.84
C 3.27 0.59 -0.70
C 5.10 1.63 -3.42
C -2.34 -0.85 5.10
C 2.34 1.88 -5.95
C 6.19 1.94 -4.21
H 1.33 2.27 -2.42
H -3.87 0.26 -7.78
H 6.31 1.09 -1.72
H -1.84 4.19 -1.87
H -5.48 -0.14 1.26
H 0.50 1.60 5.31
H 4.29 1.64 4.73
H -3.83 5.37 3.56
H -3.33 -1.22 4.83
H -1.34 -3.38 5.65
H -1.77 1.60 -7.84
H -5.09 1.01 -3.32
H 0.70 1.56 -0.95
H 6.89 2.50 -6.16
H 3.24 -2.50 -1.28
H -0.10 4.36 -2.15
H -1.62 -1.06 -1.81
H 6.01 4.62 0.20
H -2.21 -0.97 6.17
H 4.39 3.03 1.12
H 2.91 2.53 4.05
H -4.27 -2.94 1.00
H 3.79 -0.34 5.65
H -3.30 -1.98 -3.51
H 4.62 2.48 -7.16
H 2.80 7.18 -0.98
H 2.62 0.86 2.31
H 2.35 -1.51 7.26
H -2.73 -3.20 -4.65
H -0.66 3.71 -0.62
H -2.26 4.86 5.63
H -2.30 0.21 4.87
H -2.59 -1.09 1.09
H 0.59 0.66 -2.49
H -3.31 -2.80 -0.47
H -5.35 -0.36 -1.29
H -4.98 -2.22 -0.43
H -4.11 0.57 2.11
H 2.94 1.53 -0.29
H 5.07 2.32 -1.39
H 2.98 1.31 -3.39
H 1.32 -3.93 -2.50
H 0.04 -2.09 6.64
H -0.88 2.46 -3.39
H -1.42 -1.48 3.27
H 4.93 -0.70 3.56
H -0.50 3.46 6.58
H 3.94 -1.23 2.20
H -0.27 -0.62 -4.52
H 4.39 2.37 3.13
H -4.48 4.76 1.29
H 1.18 5.58 -0.04
H -3.41 2.91 0.08
H -4.63 -1.07 2.50
H 4.99 0.19 2.04
H 7.18 1.96 -3.77
H -2.94 2.14 -3.74
H -0.69 -3.72 4.05
H -4.13 -1.53 -6.11
H 5.23 6.71 -0.88
H -2.42 -3.47 4.27